# 1
{
  "formula": "C25H54FI2NO6S",
  "method": "the ωB97M-V functional and the def2-TZVPD basis",
  "species": ["H", "H", "H", "H", "H", "C", "H", "O", "H", "C", "H", "H", "H", "C", "H", "C", "H", "H", "H", "H", "C", "H", "C", "H", "C", "H", "H", "H", "O", "H", "O", "H", "C", "C", "H", "I", "C", "H", "H", "C", "H", "H", "C", "F", "H", "H", "H", "C", "H", "H", "O", "H", "H", "H", "C", "N", "C", "H", "C", "H", "H", "C", "H", "H", "H", "C", "C", "H", "H", "H", "O", "C", "O", "H", "H", "C", "H", "C", "I", "H", "S", "H", "C", "H", "C", "H", "H", "H", "H", "C"],
  "coordinates": [[-4.98633, -2.62378, -8.12423], [6.88611, 3.54594, 4.63578], [2.12969, 1.02779, -1.82659], [-6.90635, -2.66886, -6.57230], [1.83428, 3.48131, -1.22388], [-6.65608, -1.73729, -7.08407], [2.56318, -5.34846, 6.00436], [4.42602, -1.06617, 0.93521], [3.50258, 2.03325, -2.49983], [-4.37550, 0.40290, -1.16260], [3.34367, -1.40799, -0.83933], [2.56149, -0.28847, 0.39588], [1.38317, -7.11145, 4.70693], [0.83479, -6.43521, 5.36789], [4.13955, -2.58829, 2.37505], [0.74602, -4.07949, 3.54491], [-8.57911, 0.87697, -7.73642], [3.51808, 3.65439, -0.56470], [1.07120, -4.46129, 6.23349], [0.20904, -4.96577, 3.19226], [3.03894, 1.64109, -1.54012], [-6.10041, -1.27781, -2.94843], [2.65344, 2.91180, -0.65717], [5.75462, 1.49411, 3.63575], [0.78274, 1.73808, 0.80169], [8.87940, 2.18876, 1.71181], [-6.61278, 0.53224, -3.19858], [-7.31045, 2.04021, -8.17572], [-3.73658, -1.88929, 0.34651], [7.45768, 1.19138, 1.33690], [5.62698, 2.99779, 2.21722], [-1.00994, -2.82638, 3.60602], [2.17273, 2.54743, 0.81583], [1.59568, -5.13164, 5.54483], [4.82512, 1.33042, -0.16091], [-6.80531, -0.00043, 0.75924], [4.16284, 0.71584, -0.85189], [0.85818, 0.92568, 0.01693], [-7.03659, 1.30564, -5.83463], [-3.02116, 1.95167, 0.23561], [1.13950, -3.58215, 2.65596], [-0.08023, 3.62408, 0.01486], [3.55626, -0.55230, -0.11140], [-1.46093, -0.84328, 0.74137], [4.25312, 2.39431, 3.57307], [-7.62345, -0.57807, -2.15244], [-2.90958, 2.24969, 1.33742], [-0.48045, 2.67226, 0.51345], [2.07563, 3.49206, 1.45866], [7.39958, 4.01724, 2.54731], [-3.48548, -0.60194, 2.37645], [0.62998, 1.25439, 1.81512], [2.96686, 1.90518, 1.33517], [-0.15080, -6.27483, 4.92550], [-7.50540, 1.00222, -7.89834], [-3.77972, 0.68811, 0.13413], [3.54198, -1.77437, 1.85871], [3.14274, -1.03982, 2.63992], [-6.73203, 0.63548, -6.64273], [7.02695, 3.59925, 0.88818], [5.51342, 3.00866, 5.60562], [5.33888, 2.49959, 3.51602], [-3.66102, 2.78401, -0.22109], [-1.23348, 1.01184, -0.90097], [-7.29609, -1.68915, -7.97076], [-5.75003, 0.04950, -1.16051], [7.84938, 1.96766, 1.99957], [7.86641, 1.55501, 3.01064], [2.65836, -2.24300, 1.32617], [5.35446, 4.40923, 4.52560], [1.87115, -4.46447, 4.32325], [5.80232, 3.41803, 4.63415], [-6.98166, -0.68510, -6.18641], [0.69169, -6.92617, 6.33278], [0.34691, -2.22768, 4.58293], [-6.55214, -0.34176, -2.47492], [-5.65735, 0.79142, -6.78322], [-1.58089, 1.99523, -0.45206], [-3.40883, 0.40136, -3.09385], [4.84752, 0.32615, -1.68340], [-3.10150, -0.65378, 0.93456], [-0.90783, 2.98209, 1.51914], [-0.19095, -3.12498, 4.26563], [-0.62937, -3.57713, 5.15685], [-5.18763, -1.76963, -7.47271], [-4.55812, -1.85304, -6.58285], [-7.22784, 0.37227, -8.74622], [-1.67059, 2.71445, -1.34109], [-4.88531, -0.86623, -8.00524], [6.99495, 3.22150, 1.91332]],
  "homo_ev": -9.030,
  "gap_ev": 8.638
}

# 2
{
  "formula": "C3H7FN3",
  "method": "the ωB97M-V functional and the def2-TZVPD basis",
  "species": ["H", "C", "N", "H", "H", "C", "N", "N", "H", "H", "F", "H", "H", "C"],
  "coordinates": [[2.63452, -2.75989, -0.42663], [1.78137, -1.19181, -1.42137], [-2.77095, -0.19896, 0.01799], [-0.29690, 1.42373, -0.54227], [-0.27740, 1.62134, 2.20039], [-1.83984, 0.47920, 0.11013], [-0.80251, 1.23580, 0.29410], [-0.74549, 2.08749, 1.36673], [-3.54545, -0.78933, 0.36593], [-1.36736, 2.91284, 1.26615], [1.04822, -0.10760, -1.18496], [1.96659, -1.46736, 0.69599], [2.03491, -1.43154, -2.41393], [2.18029, -1.81390, -0.32824]],
  "homo_ev": -13.108,
  "charge": 1,
  "e_above_lowest_kcal_mol": 87.17,
  "gap_ev": 8.525
}

# 3
{
  "formula": "C16H28N2O2Si",
  "method": "the ωB97M-V functional and the def2-TZVPD basis",
  "species": ["H", "O", "C", "H", "C", "H", "C", "H", "H", "H", "H", "H", "H", "N", "H", "H", "O", "C", "C", "Si", "C", "H", "C", "H", "H", "H", "H", "C", "H", "N", "H", "C", "C", "C", "C", "H", "H", "H", "H", "H", "C", "C", "C", "H", "H", "H", "H", "C", "H"],
  "coordinates": [[3.82039, -0.77568, -1.96035], [3.00512, 1.09616, -1.77430], [0.50749, 2.42684, -0.60225], [1.59401, -2.71152, 1.20796], [2.54088, -0.79497, -0.18494], [0.00044, 1.74938, -1.28347], [2.75211, 3.89378, -2.13176], [0.43382, 1.97964, 0.37767], [4.47708, 0.18438, -0.68875], [1.88914, 4.03436, -2.78889], [-5.83540, -1.34069, 3.45151], [3.28556, 1.88768, 1.16871], [-3.00208, -0.30673, -1.25328], [-0.80838, -1.65783, -0.37151], [-0.62339, -3.17068, 1.15231], [1.68251, -3.96174, -0.10765], [-4.86455, 0.40379, 2.93738], [-5.96748, -0.45082, 2.83260], [-3.89924, 0.16302, 0.63406], [2.39101, 2.46240, -0.99818], [-0.24459, -2.94013, 0.17749], [3.04580, -1.04211, 0.75081], [1.26691, -2.96368, 0.18526], [1.74172, -0.11454, 0.13231], [-6.05749, -0.86958, 1.82414], [-0.58053, -0.33314, -1.87593], [3.65466, 3.63679, -2.67948], [-0.37811, -1.41312, -1.75724], [-1.01475, -1.93482, -2.47688], [1.86301, -1.94697, -0.75135], [2.97269, 4.78817, -1.54508], [-3.79629, 0.08734, 2.02273], [-2.86597, -0.25709, -0.16844], [-1.74199, -0.89468, 0.38812], [3.52156, -0.08896, -1.16748], [-0.75882, -1.41492, 2.24612], [3.24776, 3.63499, 1.09718], [-2.58146, -0.51399, 3.65050], [0.08818, 3.43908, -0.60711], [-0.64678, -3.75831, -0.44466], [3.44775, 2.73076, 0.52831], [-2.63476, -0.49184, 2.59095], [-1.62205, -0.89902, 1.78717], [-4.75649, 0.64766, 0.21388], [1.20872, -2.51947, -2.64661], [1.54480, -0.79096, -2.46479], [4.49795, 2.70618, 0.24916], [1.09463, -1.65005, -1.97146], [-6.89513, 0.05562, 3.09548]],
  "homo_ev": -7.526,
  "e_above_lowest_kcal_mol": 34.26,
  "gap_ev": 8.297
}

# 4
{
  "formula": "C5H7N",
  "method": "the ωB97M-V functional and the def2-TZVPD basis",
  "species": ["H", "C", "H", "C", "H", "N", "H", "H", "C", "C", "C", "H", "H"],
  "coordinates": [[-2.11431, -0.42210, -0.59759], [-0.28288, 0.73366, -0.04342], [-0.75931, 1.67334, -0.31370], [1.21216, 0.68372, -0.35812], [1.42822, 1.23734, -1.27769], [1.94295, -1.81122, -0.69941], [-0.10760, -0.49256, 1.80059], [-0.58028, -1.41967, -0.46910], [-0.81822, 0.04685, 1.17745], [-1.11258, -0.51047, -0.18745], [1.66820, -0.69766, -0.54862], [-1.62276, 0.53094, 1.72410], [1.80681, 1.13770, 0.44208]],
  "homo_ev": -10.824,
  "e_above_lowest_kcal_mol": 25.26,
  "gap_ev": 11.768
}

# 5
{
  "formula": "C22H36CeClN3",
  "method": "the ωB97M-V functional and the def2-TZVPD basis",
  "species": ["H", "H", "C", "H", "H", "H", "H", "C", "H", "H", "N", "C", "H", "H", "H", "H", "C", "C", "H", "H", "H", "H", "H", "N", "C", "N", "H", "H", "C", "H", "H", "C", "C", "C", "C", "C", "H", "H", "H", "C", "C", "H", "H", "H", "H", "C", "C", "H", "H", "Ce", "H", "C", "C", "C", "H", "C", "H", "C", "C", "H", "Cl", "H", "H"],
  "coordinates": [[-2.96418, -0.36134, 4.64221], [-2.40401, 1.27245, 4.17437], [-2.17792, -3.50963, -1.68001], [-3.47287, 2.57105, 2.52045], [0.37827, 0.34710, -2.81631], [1.73740, -1.65474, 0.26337], [2.16488, 1.03075, 2.45772], [-1.29762, -4.93324, -3.53574], [2.22304, -2.06485, 1.92494], [-1.45712, -4.55531, -4.55046], [-3.35351, 0.06174, 2.20481], [-5.47986, -0.18528, 3.30340], [-5.06939, 2.74007, 3.20840], [4.50475, -1.81483, 2.15235], [2.37285, 2.09881, -4.23540], [1.39741, 4.27467, -1.34159], [2.43389, 0.37866, -1.07955], [0.22256, -1.98019, -1.63374], [-3.67735, 1.07770, 5.34988], [-0.38034, 1.31622, -1.55636], [-0.51780, 1.82210, -3.23253], [3.16809, -0.15167, 3.29957], [5.22453, 1.49234, 0.05256], [2.45064, 1.61132, -1.61565], [3.72603, 2.12890, -1.38775], [3.29223, 0.45981, -0.05014], [1.18957, -0.66329, 1.60999], [1.15420, -1.39271, -1.61753], [-4.44678, 2.07089, 2.62988], [4.19299, 2.92935, -1.90959], [5.42780, -0.46452, 1.45613], [2.03450, -1.23985, 1.22256], [4.56716, -1.13177, 1.28767], [0.16161, 1.36509, -2.50624], [-1.15005, -3.79966, -2.56284], [-4.22375, 0.68323, 3.22568], [3.93728, 1.26580, 2.54536], [0.35585, 3.03798, -0.56874], [-5.98776, -0.19759, 2.32243], [1.32926, 2.31160, -2.34473], [3.26749, -0.34555, 1.19781], [-4.91589, 1.98607, 1.63567], [0.79901, -3.28865, -3.30632], [1.05559, 3.27680, -4.20680], [-5.22129, -1.22278, 3.57188], [4.25967, 1.40071, -0.39335], [0.03446, -3.02958, -2.55492], [-2.13723, -5.57631, -3.27288], [-0.38356, -5.53002, -3.55111], [-2.20487, -0.27185, 0.67055], [-2.90811, -2.31285, -0.08429], [0.73337, 3.43236, -1.51482], [-2.02413, -2.43274, -0.75805], [-0.84596, -1.68063, -0.75908], [-3.10680, -4.08226, -1.66263], [1.88389, 2.86374, -3.62949], [-0.13224, 3.78812, -2.08066], [3.13813, 0.53070, 2.43876], [-3.28827, 0.66903, 4.42890], [4.73506, -1.73672, 0.38399], [-0.63176, 1.54809, 1.25073], [-6.27585, 0.08553, 4.00648], [2.58280, 3.68164, -3.43922]],
  "homo_ev": [2.361, 2.367],
  "charge": -2,
  "gap_ev": [1.964, 1.958]
}

# 6
{
  "formula": "C5H8O2",
  "method": "the ωB97M-V functional and the def2-TZVPD basis",
  "species": ["H", "H", "H", "C", "C", "H", "O", "O", "C", "C", "H", "H", "H", "C", "H"],
  "coordinates": [[0.71372, -1.96530, 0.04117], [1.15879, 0.75034, 2.07713], [0.34237, 2.11568, 1.17654], [1.49985, 0.77170, -0.15421], [0.17553, 0.13844, 0.15001], [-2.86292, 0.33628, -0.99891], [-0.98738, 0.72826, -0.49311], [-1.69774, -1.07133, -1.76582], [-1.86340, -0.06228, -1.09913], [-0.11419, -1.33767, 0.31236], [2.37626, 0.13055, -0.08929], [-0.32830, -1.53464, 1.39243], [1.54856, 1.53623, -0.92311], [0.78006, 1.11701, 1.12635], [-0.74121, -1.65327, -0.75241]],
  "homo_ev": -9.629,
  "e_above_lowest_kcal_mol": 67.55,
  "gap_ev": 10.656
}

# 7
{
  "formula": "C5H13NO",
  "method": "the ωB97M-V functional and the def2-TZVPD basis",
  "species": ["H", "H", "C", "O", "H", "C", "H", "N", "H", "H", "H", "H", "H", "C", "H", "C", "C", "H", "H", "H"],
  "coordinates": [[5.19584, 0.37912, -0.21776], [-2.18625, -2.18381, -0.54924], [-1.50849, -2.16671, 0.29363], [5.36840, 1.13890, -0.82588], [-0.84648, 0.49130, -2.29061], [-0.52073, -0.55186, 1.95162], [-0.86450, 2.21130, -0.62549], [-0.57085, 1.58732, 0.12084], [-0.90591, 1.93460, 1.00618], [-1.94906, -0.81088, -1.94123], [-1.92715, -2.51668, 1.23992], [4.47267, 1.22318, -1.18223], [-1.15398, -1.09319, 2.72859], [-1.19092, 0.30412, -0.25439], [-0.57704, -2.68035, 0.02342], [-1.73017, 0.21451, -1.68237], [-0.97563, -0.74772, 0.54907], [-0.62983, 0.46204, 2.33468], [0.46072, -0.99352, 2.16226], [-2.53264, 0.92035, -1.89340]],
  "homo_ev": -8.027,
  "e_above_lowest_kcal_mol": 35.93,
  "gap_ev": 8.728
}

Number 1: electronic energy -2584.3452 hartree. Number 2: electronic energy -382.2542 hartree. Number 3: electronic energy -1175.9303 hartree. Number 4: electronic energy -249.4330 hartree. Number 5: electronic energy -1959.2364 hartree. Number 6: electronic energy -345.6973 hartree. Number 7: electronic energy -328.2616 hartree.